Arrangement i

Formula: C5H8BrF3O
Source: OMol25
Level of theory: ωB97M-V/def2-TZVPD

As for the gap between HOMO and LUMO: 10.35 eV. Its lowest unoccupied orbital energy is 0.7 eV. As for the SMILES: CC(C)(Br)[C@H](O)C(F)(F)F. The value obtained for the highest occupied orbital energy is -0.3543 Eh.

Element x y z (Å)
C -1.0912 -1.3479 0.9538
C -0.9760 -0.0756 0.0593
C -0.5383 -0.4573 -1.3673
Br -2.4447 0.9807 0.0856
C 0.4765 0.9742 0.6760
O 0.2552 2.2390 0.4090
C 1.7646 0.4248 0.1219
F 1.8369 -0.8365 0.2407
F 1.8070 0.6003 -1.1974
F 2.9032 0.9421 0.6312
H -0.1088 -1.8151 1.1075
H -1.6925 -2.0711 0.3834
H -1.5925 -1.0594 1.8568
H 0.2448 -1.1815 -1.4193
H -1.3173 -0.8753 -1.9481
H -0.2547 0.4034 -1.8828
H 0.4689 0.7714 1.7901
H 0.2590 2.3838 -0.5006

***

Arrangement ii

Formula: C5H8BrF3O
Source: OMol25
Level of theory: ωB97M-V/def2-TZVPD

As for the gap between HOMO and LUMO: 11.09 eV. Its lowest unoccupied orbital energy is 0.6 eV. As for the SMILES: CC[C@H](Br)[C@H](O)C(F)(F)F. The value obtained for the highest occupied orbital energy is -0.3866 Eh.

Element x y z (Å)
C 2.2749 -1.1701 -0.3884
C 0.9395 -0.7206 0.1819
C 0.2647 0.6210 -0.4048
Br 1.4402 2.0472 -0.0955
C -1.1751 0.9624 0.3645
O -1.1010 1.0143 1.7586
C -2.2038 -0.0499 -0.1044
F -2.3000 -0.2223 -1.4625
F -3.4999 0.3508 0.1253
F -1.9487 -1.2705 0.2876
H 3.0937 -0.4105 -0.3611
H 2.0621 -1.3671 -1.5815
H 2.6355 -2.1346 0.0890
H 1.0715 -0.4127 1.3052
H 0.2113 -1.5411 -0.0488
H 0.1119 0.5446 -1.4859
H -1.3446 1.9920 -0.1158
H -0.5323 1.7671 1.9367

***

What should be chosen as the least stable of them? Choose arrangement i.

***

Arrangement i

Formula: C4H3F3
Source: OMol25
Level of theory: ωB97M-V/def2-TZVPD

As for the gap between HOMO and LUMO: 10.28 eV. Its lowest unoccupied orbital energy is 0.8 eV. As for the SMILES: C=CC(F)=C(F)F. The value obtained for the highest occupied orbital energy is -0.3486 Eh.

Element x y z (Å)
C -1.2808 -0.0560 -1.1707
C -0.8168 0.2498 0.0439
C 0.5452 0.6317 0.5817
F 0.8356 1.9561 0.5738
C 1.5389 -0.2773 0.7129
F 2.7088 -0.3180 1.1286
F 0.8993 -1.5027 0.6192
H -0.7372 -0.1818 -2.0862
H -2.2761 -0.4247 -1.2041
H -1.4169 -0.0772 0.8010

***

Arrangement ii

Formula: C4H3F3
Source: OMol25
Level of theory: ωB97M-V/def2-TZVPD

As for the gap between HOMO and LUMO: 10.05 eV. Its lowest unoccupied orbital energy is 0.7 eV. As for the SMILES: C=C(F)/C(F)=C/F. The value obtained for the highest occupied orbital energy is -0.3423 Eh.

Element x y z (Å)
C 1.7250 0.6933 -0.0616
C 0.6986 -0.1485 0.0362
F 0.9309 -1.5083 0.1418
C -0.7018 0.2129 0.0042
F -0.9671 1.4913 0.1686
C -1.6483 -0.7157 -0.0024
F -2.9151 -0.2903 -0.0103
H 1.6065 1.7925 -0.1167
H 2.7383 0.2652 -0.1284
H -1.4670 -1.7925 -0.0314

***

What should be chosen as the least stable of them? Choose arrangement i.

***

Arrangement i

Formula: C7H11N2O2
Source: OMol25
Level of theory: ωB97M-V/def2-TZVPD

Its total charge is +1. As for the gap between HOMO and LUMO: 8.47 eV. Its lowest unoccupied orbital energy is -4.8 eV. The value obtained for the highest occupied orbital energy is -0.4864 Eh.

Element x y z (Å)
C 1.8502 -0.7517 1.1250
C 0.5868 -0.3411 1.3479
C 2.3419 -0.5297 -0.1923
C 1.4484 1.5209 -0.9573
C -0.6594 0.2918 -0.3310
C -2.0638 0.8356 1.5072
C -1.0286 -1.7249 -1.6114
N 2.2555 0.5211 -0.9367
N 0.1863 1.5126 -0.6400
O -1.8439 0.2556 0.2041
O -0.3968 -0.4682 -1.3991
H 2.4274 -1.1553 1.8118
H 0.1878 -0.4843 2.3466
H 3.0361 -1.1622 -0.6718
H 1.7878 2.4939 -1.2317
H -2.8294 1.7310 1.4759
H -1.0815 1.1313 1.9098
H -2.4399 0.0548 2.0872
H -1.2118 -1.8369 -2.6688
H -2.0103 -1.6849 -1.0773
H -0.3232 -2.5842 -1.2531
H -0.2195 2.3749 -0.8451

***

Arrangement ii

Formula: C7H11N2O2
Source: OMol25
Level of theory: ωB97M-V/def2-TZVPD

Its total charge is +1. As for the gap between HOMO and LUMO (spin up / spin down): 6.42 / 6.42 eV. Its lowest unoccupied orbital energy (spin up / spin down) is -6.2 / -6.2 eV. The value obtained for the highest occupied orbital energy (spin up / spin down) is -0.4637 / -0.4637 Eh.

Element x y z (Å)
C -2.6729 1.0605 -0.8757
C -0.9481 0.1851 -0.0340
C -1.3087 1.2111 -0.9071
C -1.9828 -0.5221 0.4823
C 1.7930 -0.5702 0.3450
C -0.4790 2.1860 -1.6475
C -2.1095 -1.6653 1.4107
N 2.4561 -0.0578 1.3252
N 2.2118 -1.5110 -0.4465
O -3.0674 0.0491 -0.0635
O 3.7240 -0.5494 1.7099
H -3.4389 1.6125 -1.3840
H -0.0153 2.8897 -0.9583
H 0.3090 1.6725 -2.1959
H -1.0949 2.7419 -2.3498
H -1.3226 -1.6422 2.1584
H -3.0806 -1.6240 1.8986
H -2.0465 -2.6087 0.8682
H 2.0332 0.5620 2.0049
H 1.6660 -1.8193 -1.2331
H 3.0926 -1.9892 -0.2728
H 4.3984 0.1283 1.5350

***

What should be chosen as the least stable of them? Choose arrangement ii.

***

Arrangement i

Formula: C4H7N3O2
Source: OMol25
Level of theory: ωB97M-V/def2-TZVPD

As for the gap between HOMO and LUMO: 8.85 eV. Its lowest unoccupied orbital energy is -0.4 eV. The value obtained for the highest occupied orbital energy is -0.3391 Eh.

Element x y z (Å)
C -2.9271 0.4290 0.1178
C -1.6950 -0.2117 -0.0779
C 0.6937 0.8406 -0.1654
C 1.4843 -0.4890 0.0159
H -3.0393 1.3562 -0.6495
H -3.4988 0.7413 1.2105
H -3.5883 -0.3890 -0.2827
H -0.6408 -1.7788 -0.4273
H -1.3728 1.7572 0.1709
H 3.4749 -1.1645 0.5947
H 3.2477 0.6585 -0.1510
N -1.6861 -1.5733 -0.1511
N -0.6992 0.7832 0.0558
N 2.8292 -0.2659 -0.0699
O 1.1412 1.9665 0.0057
O 0.9808 -1.6168 0.1628

***

Arrangement ii

Formula: C4H7N3O2
Source: OMol25
Level of theory: ωB97M-V/def2-TZVPD

As for the gap between HOMO and LUMO: 9.63 eV. Its lowest unoccupied orbital energy is 0.4 eV. As for the SMILES: [H]/N=C(/NC=O)NCC=O. The value obtained for the highest occupied orbital energy is -0.3374 Eh.

Element x y z (Å)
H 0.9229 -1.7539 2.0970
N 1.6965 -1.1142 1.8495
C 0.9313 -0.2854 1.1129
N 1.7228 0.7203 0.3260
C 1.8112 1.0234 -1.0023
O 1.4452 0.4576 -2.0221
N -0.3766 -0.4256 0.5894
C -1.1979 0.2926 -0.5666
C -2.5863 -0.5809 -0.5454
O -2.6278 -1.3552 0.3719
H 2.4243 0.8334 0.9467
H 2.2108 2.1984 -1.1866
H -0.8200 -1.2461 1.0452
H -0.5582 0.2827 -1.5245
H -1.4456 1.4550 -0.0716
H -3.5526 -0.5020 -1.4194

***

Arrangement iii

Formula: C4H7N3O2
Source: OMol25
Level of theory: ωB97M-V/def2-TZVPD

As for the gap between HOMO and LUMO: 8.97 eV. Its lowest unoccupied orbital energy is 0.4 eV. The value obtained for the highest occupied orbital energy is -0.3152 Eh.

Element x y z (Å)
C 1.8077 -1.1325 0.7876
C 1.2099 0.2748 0.9232
C -0.1786 0.2588 0.3692
C -1.8969 0.5510 -1.0423
H 1.5389 -1.7017 -0.1559
H 2.9997 -1.0147 0.9299
H 1.2291 -1.4414 1.9146
H 1.7075 0.9755 0.3345
H 1.2279 0.5308 1.9426
H -3.3971 0.0916 0.4277
H -0.0279 0.3025 -2.7539
N -1.3234 0.4859 1.0656
N -2.2859 0.6901 0.1600
N -0.4967 0.2596 -0.8812
O -2.5698 0.5874 -2.0968
O 0.4554 0.2823 -1.9247

***

What should be chosen as the least stable of them? Choose arrangement iii.